Entry 1:
The molecule C23H25N3O. Source: the OMol25 dataset; level of theory: ωB97M-V with the def2-TZVPD basis set.

The geometry in XYZ format:
```
52
Properties=species:S:1:pos:R:3
C -4.908 -0.155 -0.845
N -3.667 0.562 -0.879
C -3.448 1.850 -0.545
C -2.104 2.101 -0.740
C -1.600 0.875 -1.209
N -2.551 -0.036 -1.282
H -0.594 0.633 -1.489
C -1.340 3.368 -0.498
N -0.752 3.557 0.815
C -1.628 3.944 1.899
C -2.263 2.767 2.651
C -1.175 1.814 3.135
H -1.618 0.951 3.636
H -0.522 2.318 3.849
C -0.341 1.350 1.941
C 0.841 0.505 2.348
O 1.429 0.678 3.395
C 1.325 -0.470 1.336
C 2.702 -0.635 1.192
C 3.214 -1.499 0.247
C 2.363 -2.240 -0.572
C 0.987 -2.099 -0.402
C 0.473 -1.228 0.536
H -0.598 -1.166 0.656
H 0.311 -2.691 -1.002
C 2.902 -3.155 -1.588
C 4.006 -3.958 -1.310
C 4.508 -4.819 -2.268
C 3.921 -4.887 -3.520
C 2.825 -4.091 -3.808
C 2.316 -3.235 -2.850
H 1.470 -2.605 -3.084
H 2.365 -4.137 -4.785
H 4.316 -5.558 -4.269
H 5.360 -5.441 -2.036
H 4.457 -3.922 -0.329
H 4.284 -1.590 0.127
H 3.360 -0.059 1.826
C 0.240 2.603 1.228
H 0.823 2.297 0.356
H 0.912 3.104 1.936
H -0.972 0.813 1.233
H -2.947 2.231 1.991
H -2.836 3.149 3.498
H -2.402 4.604 1.502
H -1.021 4.520 2.608
H -1.996 4.224 -0.680
H -0.515 3.413 -1.219
H -4.243 2.487 -0.212
H -5.310 -0.186 0.170
H -5.643 0.313 -1.503
H -4.713 -1.169 -1.187
```

Values from the calculation:
ΔE to the lowest compared entry with this formula, charge and spin (kJ/mol): 96.5
SMILES string: Cn1cc(CN2CCC[C@H](C(=O)c3ccc(-c4ccccc4)cc3)C2)cn1
LUMO (eV): 0.405
Kohn-Sham gap (eV): 8.51
E_tot (Eh): -1130.94034
Charge: 0

***

Entry 2:
A structure of composition C19H13BrN3O4Ru. Source: the OMol25 dataset; level of theory: ωB97M-V with the def2-TZVPD basis set.

The geometry in XYZ format:
```
41
Properties=species:S:1:pos:R:3
Ru -0.313 0.028 0.139
O 0.976 -1.623 3.727
C 0.390 -1.224 2.645
O 0.811 -0.296 1.933
C -0.877 -1.915 2.278
C -1.578 -2.889 2.959
C -2.806 -3.295 2.422
C -3.305 -2.702 1.269
C -2.537 -1.723 0.652
N -1.358 -1.392 1.148
C -2.904 -0.855 -0.537
O -3.856 -1.011 -1.220
O -2.004 0.174 -0.687
H 1.778 -1.101 3.919
H -1.194 -3.306 3.880
H -3.380 -4.060 2.927
H -4.270 -2.963 0.854
Br -0.413 7.315 -0.127
C -0.027 5.505 -0.375
C -0.782 4.543 0.284
C -0.486 3.207 0.088
C 0.554 2.830 -0.753
C 1.307 3.798 -1.414
C 1.015 5.133 -1.223
N 0.791 1.432 -0.894
C 1.698 0.910 -1.633
C 1.789 -0.555 -1.660
C 2.694 -1.242 -2.440
C 2.683 -2.633 -2.420
C 1.768 -3.290 -1.619
C 0.887 -2.545 -0.850
N 0.901 -1.210 -0.864
H -1.594 4.839 0.933
H -1.103 2.465 0.589
H 2.121 3.539 -2.078
H 1.592 5.892 -1.732
H 2.383 1.498 -2.233
H 3.391 -0.695 -3.062
H 3.381 -3.192 -3.030
H 1.722 -4.369 -1.583
H 0.154 -3.020 -0.214
```

Values from the calculation:
LUMO (spin up / spin down) (eV): -7.766 / -8.616
Kohn-Sham gap (spin up / spin down) (eV): 6.28 / 5.43
Expectation value of S²: 0.758
E_tot (Eh): -3865.45579
Multiplicity: 2
Charge: +2

***

Entry 3:
A structure of composition C22H24I2O3P2PbTe. Source: the OMol25 dataset; level of theory: ωB97M-V with the def2-TZVPD basis set.

The geometry in XYZ format:
```
55
Properties=species:S:1:pos:R:3
Pb 0.947 -0.894 -1.718
C -4.869 -3.813 -2.007
C -4.544 -3.955 -0.665
C -3.476 -3.261 -0.128
C -2.735 -2.405 -0.944
C -3.061 -2.260 -2.297
C -4.129 -2.962 -2.820
P -1.311 -1.488 -0.306
C -1.397 -1.599 1.507
C -2.452 -0.986 2.181
C -2.513 -1.054 3.560
C -1.537 -1.736 4.270
C -0.502 -2.369 3.599
C -0.425 -2.298 2.216
C -1.616 0.252 -0.801
C -2.850 0.889 -0.701
C -2.921 2.226 -1.041
C -1.805 2.912 -1.489
C -0.593 2.252 -1.652
C -0.509 0.912 -1.333
H -5.704 -4.360 -2.415
H -5.121 -4.607 -0.027
H -3.226 -3.361 0.919
H -2.493 -1.588 -2.929
H -4.391 -2.850 -3.860
H -3.221 -0.456 1.643
H -3.328 -0.568 4.071
H -1.598 -1.790 5.345
H 0.238 -2.926 4.153
H 0.372 -2.803 1.690
H -3.720 0.340 -0.372
H -3.866 2.741 -0.951
H -1.866 3.958 -1.749
H 0.255 2.785 -2.054
I 0.119 1.573 2.977
I 2.389 -0.295 3.080
C 4.536 0.194 -3.191
C 4.628 1.301 -2.163
O 4.953 0.779 -0.851
P 3.783 0.687 0.202
O 2.644 -0.194 -0.191
Te 4.887 -0.025 2.258
O 3.199 2.140 0.430
C 4.055 3.257 0.760
C 3.340 4.183 1.721
H 4.242 0.629 -4.141
H 3.799 -0.552 -2.890
H 5.500 -0.292 -3.307
H 3.677 1.837 -2.097
H 5.433 1.996 -2.406
H 4.303 3.773 -0.170
H 4.984 2.879 1.207
H 2.418 4.552 1.285
H 3.988 5.025 1.945
H 3.089 3.674 2.647
```

Values from the calculation:
ΔE to the lowest compared entry with this formula, charge and spin (kJ/mol): 88.6
LUMO (spin up / spin down) (eV): -9.913 / -9.908
Kohn-Sham gap (spin up / spin down) (eV): 3.45 / 3.45
E_tot (Eh): -2816.89522
Charge: +2

***

Entry 4:
The molecule C2H3N3O2. Source: the OMol25 dataset; level of theory: ωB97M-V with the def2-TZVPD basis set.

The geometry in XYZ format:
```
10
Properties=species:S:1:pos:R:3
C -1.322 0.431 0.010
C 1.057 0.088 0.157
N -1.964 -0.456 0.590
N -0.107 0.931 -0.150
N 0.750 -1.249 -0.458
O 1.148 -2.276 0.048
O -2.615 0.604 -0.320
H 1.903 0.376 -0.261
H 1.160 -0.090 1.180
H -0.010 1.641 -0.795
```

Values from the calculation:
ΔE to the lowest compared entry with this formula, charge and spin (kJ/mol): 696.8
SMILES string: O=NCNC1=NO1
LUMO (eV): -0.671
Kohn-Sham gap (eV): 8.26
E_tot (Eh): -392.52813
Charge: 0

***

Entry 5:
A cluster of 5 separate species, C16H17F4NO12 in total. Source: the OMol25 dataset; level of theory: ωB97M-V with the def2-TZVPD basis set.

The geometry in XYZ format:
```
50
Properties=species:S:1:pos:R:3
C -0.269 0.543 -0.160
C -1.317 0.030 -1.146
O -1.132 0.824 -2.305
C -0.146 1.739 -2.014
O 0.461 2.447 -2.748
O 0.056 1.776 -0.656
F -2.514 0.413 -0.605
H 0.673 -0.020 -0.135
H -0.510 0.369 0.890
H -1.278 -1.058 -1.190
C 4.377 1.063 0.835
C 3.066 1.305 1.561
O 3.471 1.540 2.841
C 4.656 1.015 3.105
O 5.124 0.951 4.221
O 5.272 0.700 1.923
F 2.356 0.116 1.478
H 4.616 2.099 0.576
H 4.417 0.391 -0.015
H 2.489 2.098 1.091
C 0.031 4.877 4.848
C -1.434 4.474 4.662
O -1.204 3.379 3.780
C -0.079 3.552 3.088
O 0.202 2.933 2.105
O 0.696 4.475 3.635
F -2.111 5.457 4.014
H 0.424 4.316 5.699
H 0.192 5.911 5.146
H -1.932 4.257 5.603
C 0.714 -3.279 -0.078
C 0.741 -3.861 -1.463
O 1.130 -2.756 -2.213
C 1.996 -2.002 -1.414
O 2.794 -1.223 -1.807
O 1.781 -2.344 -0.105
F -0.523 -4.325 -1.694
H 0.859 -3.961 0.757
H -0.230 -2.755 0.079
H 1.453 -4.658 -1.685
N -4.953 -3.497 -4.426
C -4.744 -2.310 -3.749
C -3.410 -2.243 -3.366
C -2.868 -3.450 -3.794
C -3.733 -4.125 -4.580
H -5.819 -3.771 -4.854
H -5.542 -1.584 -3.737
H -2.928 -1.406 -2.892
H -1.789 -3.526 -3.792
H -3.581 -4.899 -5.314
```

Values from the calculation:
ΔE to the lowest compared entry with this formula, charge and spin (kJ/mol): 0.0
SMILES string: O=C1OC[C@@H](F)O1.O=C1OC[C@@H](F)O1.O=C1OC[C@@H](F)O1.O=C1OC[C@@H](F)O1.c1cc[nH]c1
LUMO (eV): 0.488
Kohn-Sham gap (eV): 8.69
E_tot (Eh): -1976.98040
Charge: 0